Entry 1:
Here is 7 unconnected molecules or ions with the total composition C24H63NO8 in a non-equilibrium geometry from the OMol25 dataset. Energies are from ωB97M-V/def2-TZVPD.

```
! wB97M-V def2-TZVPD RIJCOSX def2/J DEFGRID3
* xyz 0 1
C 3.28 -2.29 -1.32
O 4.14 -1.20 -1.11
C 4.18 -0.28 -2.20
C 4.65 1.08 -1.67
N 3.55 1.91 -1.19
C 4.01 3.30 -1.09
C 5.07 3.54 -0.01
O 4.67 2.98 1.24
C 3.78 3.82 1.95
H 3.50 -2.75 -2.29
H 2.22 -2.00 -1.27
H 3.47 -3.09 -0.61
H 3.19 -0.24 -2.66
H 4.93 -0.67 -2.90
H 5.17 1.55 -2.51
H 5.45 0.84 -0.95
H 3.39 1.66 -0.22
H 3.18 4.01 -1.03
H 4.59 3.66 -1.95
H 5.35 4.59 0.17
H 6.01 3.06 -0.32
H 2.83 3.95 1.42
H 4.18 4.82 2.13
H 3.69 3.35 2.93
C -2.89 -0.85 -3.41
C -1.72 -0.02 -2.89
C -0.46 0.06 -3.71
O -2.18 1.35 -2.66
H -2.69 -1.92 -3.41
H -3.18 -0.55 -4.42
H -3.73 -0.76 -2.72
H -1.49 -0.46 -1.91
H 0.30 0.51 -3.08
H -0.56 0.57 -4.67
H -0.13 -0.97 -3.85
H -2.81 1.24 -1.94
C 2.73 -4.62 3.57
C 2.28 -3.36 2.84
C 3.43 -2.49 2.39
O 1.55 -3.79 1.67
H 1.92 -5.19 4.01
H 3.35 -4.33 4.42
H 3.29 -5.23 2.86
H 1.54 -2.87 3.48
H 4.14 -3.06 1.78
H 3.97 -2.06 3.23
H 3.04 -1.67 1.79
H 2.15 -4.26 1.08
C -4.92 0.09 3.90
C -6.33 0.47 3.43
C -6.54 1.98 3.26
O -6.56 -0.10 2.15
H -4.15 0.57 3.29
H -4.77 -0.99 3.79
H -4.76 0.24 4.97
H -7.01 0.08 4.21
H -5.81 2.39 2.57
H -6.56 2.50 4.22
H -7.56 2.05 2.88
H -6.83 -1.01 2.26
C 1.87 3.45 -4.14
C 0.51 3.55 -3.49
C 0.55 3.67 -1.95
O -0.09 4.73 -4.03
H 1.76 3.36 -5.22
H 2.42 2.57 -3.79
H 2.51 4.31 -3.91
H -0.06 2.67 -3.78
H -0.38 4.13 -1.61
H 1.33 4.37 -1.69
H 0.72 2.69 -1.51
H -1.00 4.55 -4.28
C 0.67 0.32 0.55
C -0.34 -0.48 1.36
C -1.70 0.20 1.41
O -0.50 -1.77 0.76
H 1.68 -0.10 0.51
H 0.90 1.30 0.99
H 0.32 0.53 -0.47
H 0.00 -0.65 2.39
H -1.68 1.23 1.75
H -2.42 -0.31 2.04
H -2.10 0.09 0.39
H 0.24 -2.31 1.04
C -3.39 -2.82 -0.70
C -3.46 -3.82 0.44
C -3.77 -3.17 1.80
O -4.46 -4.82 0.18
H -4.35 -2.30 -0.70
H -3.27 -3.38 -1.62
H -2.63 -2.07 -0.51
H -2.52 -4.38 0.54
H -3.86 -3.92 2.59
H -4.71 -2.62 1.74
H -2.97 -2.49 2.11
H -4.37 -5.46 0.89
*
```

Summary:
Energy above the lowest of the compared OMol25 structures with the same formula, charge and spin = 28.1 kcal per mole
Orbital gap = 9.758 eV
SMILES = COCCNCCOC.CC(C)O.CC(C)O.CC(C)O.CC(C)O.CC(C)O.CC(C)O
Energy = -1608.79925 hartree
Highest occupied orbital energy = -9.15 eV


Entry 2:
Here is 6 unconnected molecules or ions with the total composition C24H64B2F8N4O8 in a non-equilibrium geometry from the OMol25 dataset. Energies are from ωB97M-V/def2-TZVPD.

```
! wB97M-V def2-TZVPD RIJCOSX def2/J DEFGRID3
* xyz 2 1
C 1.76 1.51 5.93
O 1.07 1.76 4.74
C -0.12 2.49 4.95
C -0.92 2.47 3.68
N -0.12 2.89 2.51
H 0.89 2.75 2.70
H -0.32 2.27 1.71
C -0.26 4.31 2.04
C 1.06 4.70 1.39
O 2.07 4.37 2.32
C 2.29 5.32 3.33
H 1.12 1.14 6.74
H 2.16 2.42 6.41
H 2.58 0.82 5.77
H 0.18 3.48 5.30
H -0.74 2.06 5.75
H -1.75 3.18 3.79
H -1.34 1.48 3.50
H -0.57 4.98 2.84
H -1.08 4.34 1.33
H 1.13 5.75 1.10
H 1.19 4.18 0.45
H 1.54 5.22 4.12
H 2.36 6.32 2.90
H 3.24 5.17 3.85
C -6.05 2.52 -2.77
O -4.95 2.00 -2.09
C -5.20 0.87 -1.31
C -3.96 0.49 -0.55
N -2.88 -0.03 -1.41
H -2.06 -0.38 -0.89
H -3.12 -0.86 -1.97
C -2.30 0.99 -2.40
C -1.21 0.45 -3.27
O -1.61 -0.85 -3.69
C -0.52 -1.56 -4.25
H -6.75 1.83 -3.25
H -5.78 3.10 -3.66
H -6.50 3.25 -2.10
H -5.48 0.04 -1.98
H -6.05 1.09 -0.66
H -4.07 -0.27 0.23
H -3.72 1.37 0.04
H -1.89 1.64 -1.63
H -3.11 1.54 -2.86
H -0.27 0.40 -2.72
H -1.08 1.14 -4.10
H 0.46 -1.22 -3.93
H -0.64 -1.62 -5.33
H -0.62 -2.57 -3.83
C 2.03 -3.30 6.38
O 1.06 -3.30 5.33
C 0.36 -2.08 5.28
C -0.39 -2.03 3.96
N -1.41 -3.13 3.97
H -0.90 -3.92 4.39
H -2.14 -2.94 4.67
C -1.88 -3.45 2.60
C -0.80 -4.00 1.70
O -0.26 -5.12 2.33
C 1.17 -5.12 2.35
H 2.86 -2.64 6.13
H 2.43 -4.31 6.47
H 1.58 -2.98 7.32
H 0.90 -1.14 5.45
H -0.42 -2.14 6.08
H 0.32 -2.19 3.16
H -0.86 -1.06 3.82
H -2.39 -2.56 2.26
H -2.60 -4.27 2.67
H -0.04 -3.23 1.55
H -1.22 -4.18 0.70
H 1.57 -4.73 1.41
H 1.49 -6.15 2.48
H 1.57 -4.46 3.13
C 2.03 -2.76 -1.66
O 2.52 -2.48 -2.97
C 3.16 -3.58 -3.58
C 3.54 -3.18 -5.00
N 3.10 -1.77 -5.28
H 2.51 -1.44 -4.50
H 3.93 -1.17 -5.26
C 2.43 -1.54 -6.58
C 2.15 -0.04 -6.77
O 1.75 0.42 -5.50
C 1.47 1.81 -5.44
H 1.63 -3.78 -1.62
H 1.17 -2.15 -1.40
H 2.86 -2.64 -0.96
H 2.57 -4.50 -3.57
H 4.06 -3.74 -2.98
H 3.09 -3.81 -5.77
H 4.60 -3.26 -5.21
H 1.46 -2.01 -6.51
H 3.03 -1.92 -7.41
H 1.26 0.00 -7.41
H 3.06 0.41 -7.18
H 0.65 2.03 -6.13
H 2.29 2.52 -5.55
H 1.00 1.96 -4.47
B 0.09 4.45 -1.95
F 0.53 5.62 -1.32
F -0.51 4.79 -3.17
F 1.25 3.65 -2.23
F -0.63 3.62 -1.03
B -0.43 0.01 0.78
F -0.57 -1.18 0.04
F 0.41 -0.16 1.93
F 0.15 1.08 0.09
F -1.73 0.44 1.21
*
```

Summary:
Energy above the lowest of the compared OMol25 structures with the same formula, charge and spin = 5.6 kcal per mole
Orbital gap = 9.434 eV
Energy = -2622.17607 hartree
Highest occupied orbital energy = -13.71 eV


Entry 3:
Here is a molecular structure, C24H64FeLiO32P2S8 in a non-equilibrium geometry from the OMol25 dataset. Energies are from ωB97M-V/def2-TZVPD.

```
! wB97M-V def2-TZVPD RIJCOSX def2/J DEFGRID3
* xyz -2 6
Li 6.58 -20.91 12.61
Fe 3.68 -23.33 12.11
P 5.78 -23.22 13.05
O 7.06 -22.44 13.46
O 5.01 -22.06 12.34
O 4.43 -23.43 13.86
O 5.41 -24.14 11.88
P 1.61 -23.49 11.15
O 2.89 -23.08 10.44
O 2.42 -24.66 11.60
O 0.36 -23.59 10.35
O 1.91 -22.66 12.35
O 2.79 -13.59 11.87
S 2.86 -14.20 13.18
O 1.73 -14.93 13.74
O 4.16 -15.27 13.26
C 5.50 -14.82 12.83
C 6.25 -16.17 12.55
C 3.46 -13.19 14.60
H 5.86 -14.24 13.68
H 5.48 -14.19 11.94
H 7.17 -16.09 11.97
H 5.67 -16.65 11.77
H 6.23 -16.87 13.39
H 2.61 -12.61 14.95
H 4.18 -12.49 14.17
H 3.92 -13.79 15.39
O 7.20 -19.38 14.04
S 7.42 -18.91 15.39
O 8.45 -19.48 16.24
O 7.64 -17.26 15.33
C 8.44 -16.61 16.28
C 8.44 -15.09 16.19
C 5.81 -18.90 16.38
H 9.45 -16.99 16.42
H 8.09 -16.85 17.29
H 8.73 -14.71 17.17
H 7.52 -14.51 16.08
H 8.97 -14.72 15.31
H 5.87 -18.33 17.31
H 5.46 -19.88 16.69
H 5.08 -18.37 15.77
O 3.35 -22.57 7.37
S 4.66 -23.04 7.02
O 4.78 -24.18 6.11
O 5.53 -21.71 6.55
C 6.73 -21.97 5.93
C 7.24 -20.69 5.24
C 5.60 -23.46 8.58
H 6.73 -22.78 5.20
H 7.47 -22.21 6.69
H 7.72 -20.87 4.28
H 7.84 -20.06 5.90
H 6.42 -19.98 5.09
H 5.55 -22.68 9.34
H 6.61 -23.83 8.39
H 5.06 -24.35 8.89
O 8.85 -16.38 10.02
S 10.26 -16.72 10.09
O 11.30 -15.92 9.42
O 10.71 -16.80 11.67
C 9.82 -17.32 12.58
C 10.74 -18.03 13.65
C 10.52 -18.52 9.76
H 9.06 -17.93 12.09
H 9.32 -16.50 13.09
H 10.21 -18.40 14.53
H 11.62 -17.51 14.04
H 11.16 -18.90 13.15
H 9.63 -18.85 9.22
H 10.58 -19.05 10.71
H 11.49 -18.54 9.25
O 8.36 -20.99 11.38
S 9.23 -21.93 10.67
O 9.49 -21.67 9.27
O 10.68 -21.96 11.53
C 10.68 -22.27 12.96
C 11.94 -21.69 13.61
C 8.72 -23.72 10.90
H 10.66 -23.36 13.04
H 9.71 -22.11 13.43
H 12.57 -22.29 14.27
H 11.69 -20.79 14.17
H 12.73 -21.35 12.94
H 9.28 -24.39 10.24
H 7.67 -23.65 10.60
H 8.71 -23.98 11.96
O 5.78 -19.81 10.95
S 5.29 -19.47 9.61
O 4.41 -20.38 8.86
O 4.68 -17.91 9.57
C 3.92 -17.50 8.35
C 4.04 -15.95 8.22
C 6.69 -19.18 8.50
H 2.92 -17.92 8.33
H 4.36 -17.89 7.43
H 5.11 -15.83 8.37
H 3.47 -15.47 9.01
H 3.76 -15.45 7.29
H 7.41 -19.99 8.64
H 7.04 -18.26 8.97
H 6.44 -19.03 7.45
O 7.06 -21.88 18.15
S 8.06 -22.93 17.97
O 8.93 -23.31 19.02
O 7.45 -24.42 17.44
C 6.44 -24.30 16.41
C 5.39 -25.38 16.69
C 9.11 -22.60 16.43
H 6.76 -24.54 15.40
H 6.10 -23.30 16.10
H 4.55 -25.31 16.00
H 5.00 -25.25 17.70
H 5.76 -26.40 16.54
H 8.30 -22.31 15.76
H 9.72 -23.45 16.12
H 9.80 -21.77 16.60
O 2.03 -18.16 15.40
S 1.58 -19.45 14.92
O 0.53 -20.04 15.74
O 0.98 -19.19 13.39
C 1.75 -18.39 12.54
C 1.92 -19.01 11.16
C 3.04 -20.59 14.68
H 2.74 -18.13 12.90
H 1.07 -17.54 12.42
H 2.67 -19.78 11.00
H 2.08 -18.26 10.38
H 0.98 -19.45 10.82
H 3.72 -20.23 13.90
H 2.74 -21.59 14.37
H 3.54 -20.64 15.64
*
```

Summary:
Orbital gap (spin up / spin down) = 3.267 / 3.178 eV
⟨S²⟩ = 8.758
Energy = -8499.94690 hartree
Highest occupied orbital energy (spin up / spin down) = -0.54 / -0.45 eV


Entry 4:
Here is 6 unconnected molecules or ions with the total composition C24H64N4O10 in a non-equilibrium geometry from the OMol25 dataset. Energies are from ωB97M-V/def2-TZVPD.

```
! wB97M-V def2-TZVPD RIJCOSX def2/J DEFGRID3
* xyz 0 1
O 2.42 0.36 0.70
H 3.12 0.80 0.15
H 2.82 -0.51 0.89
O 0.47 -0.48 -1.04
H -0.24 0.15 -0.96
H 1.14 -0.22 -0.38
C -3.81 2.40 5.58
O -3.15 3.04 4.54
C -3.82 3.04 3.33
C -2.97 3.79 2.23
N -1.76 3.03 1.90
C -2.04 1.85 1.06
C -1.46 0.59 1.66
O -1.96 0.31 2.99
C -2.88 -0.74 3.03
H -3.07 2.20 6.34
H -4.25 1.40 5.32
H -4.59 3.05 5.99
H -4.79 3.52 3.40
H -3.97 1.97 3.01
H -2.66 4.73 2.72
H -3.65 4.03 1.38
H -1.46 2.67 2.80
H -1.56 2.06 0.12
H -3.07 1.68 0.85
H -0.37 0.64 1.80
H -1.71 -0.18 0.96
H -3.14 -0.96 4.03
H -2.40 -1.63 2.56
H -3.82 -0.60 2.43
C 0.34 -3.15 -4.05
O 1.66 -2.68 -4.17
C 1.70 -1.33 -3.72
C 3.11 -0.82 -3.65
N 2.98 0.54 -3.07
C 4.28 1.14 -3.00
C 4.13 2.55 -2.44
O 3.61 2.34 -1.14
C 3.12 3.46 -0.45
H 0.20 -4.16 -4.49
H -0.33 -2.64 -4.68
H -0.03 -3.20 -3.00
H 1.17 -1.16 -2.78
H 1.15 -0.66 -4.44
H 3.53 -0.76 -4.65
H 3.78 -1.37 -2.98
H 2.64 0.49 -2.15
H 4.72 1.20 -4.00
H 5.09 0.58 -2.41
H 3.39 3.15 -3.04
H 5.06 3.10 -2.43
H 2.04 3.53 -0.66
H 3.71 4.30 -0.73
H 3.22 3.25 0.59
C 3.10 -4.46 -1.49
O 2.80 -4.04 -0.13
C 1.71 -3.19 -0.01
C 1.73 -2.74 1.42
N 3.06 -2.25 1.81
C 3.09 -1.78 3.26
C 4.53 -1.28 3.51
O 4.72 0.07 3.00
C 6.01 0.59 3.17
H 3.10 -3.70 -2.24
H 2.42 -5.23 -1.84
H 4.13 -4.87 -1.52
H 0.70 -3.66 -0.21
H 1.80 -2.37 -0.76
H 1.34 -3.50 2.12
H 1.04 -1.89 1.50
H 3.74 -2.96 1.58
H 2.86 -2.60 3.91
H 2.34 -0.99 3.44
H 5.14 -1.92 2.76
H 4.81 -1.33 4.57
H 5.91 1.67 2.84
H 6.78 0.09 2.59
H 6.35 0.61 4.21
C -7.04 0.28 0.75
O -5.80 0.03 0.15
C -5.75 -1.09 -0.68
C -4.38 -1.32 -1.19
N -3.82 -0.24 -2.07
C -2.56 -0.69 -2.66
C -1.77 0.37 -3.31
O -1.35 1.32 -2.32
C -0.61 2.40 -2.92
H -7.29 -0.37 1.57
H -7.85 0.10 0.09
H -7.12 1.31 1.05
H -6.43 -1.02 -1.51
H -5.97 -1.99 -0.11
H -4.40 -2.26 -1.77
H -3.75 -1.45 -0.30
H -3.59 0.57 -1.50
H -2.73 -1.34 -3.51
H -1.86 -1.33 -2.05
H -2.40 0.88 -4.04
H -0.99 -0.13 -3.84
H -0.32 3.02 -2.05
H -1.28 2.94 -3.64
H 0.24 2.04 -3.46
*
```

Summary:
Energy above the lowest of the compared OMol25 structures with the same formula, charge and spin = 27.6 kcal per mole
Orbital gap = 9.232 eV
SMILES = COCCNCCOC.COCCNCCOC.COCCNCCOC.COCCNCCOC.O.O
Energy = -1924.02087 hartree
Highest occupied orbital energy = -8.43 eV